(1)
This record from OMol25 describes 11 unconnected molecules or ions with the total composition F6H20O10P. The level of theory is ωB97M-V/def2-TZVPD.

```
! RIJCOSX wB97M-V def2-TZVPD def2/J DEFGRID3
* xyz -1 1
P -0.61671 0.09599 -0.04042
F -0.49060 -0.31214 -1.59961
F 0.55010 -0.96751 0.27801
F 0.44281 1.28631 -0.19803
F -0.74248 0.40830 1.54382
F -1.81316 1.14021 -0.36501
F -1.76611 -1.06391 0.11464
O 2.08305 3.51527 -0.51602
H 2.03186 2.65620 -0.08401
H 2.47464 4.09701 0.14025
O -1.22746 2.29464 -3.13926
H -1.23370 1.57914 -3.78054
H -1.21981 1.83923 -2.28889
O -4.49336 -1.07269 -0.58154
H -4.81420 -0.29854 -0.11355
H -3.59141 -1.19893 -0.25269
O 1.64438 -4.36023 -0.06202
H 2.36700 -4.54203 -0.66845
H 1.13447 -3.67080 -0.50781
O 1.55470 -2.30346 -2.11019
H 1.19987 -2.37662 -2.99991
H 1.17438 -1.48034 -1.77347
O 1.94149 0.98408 -3.27072
H 1.68963 1.76437 -2.76205
H 2.78692 0.71345 -2.90178
O 1.88615 0.83840 2.82716
H 1.74708 0.35283 3.64416
H 1.02208 0.83559 2.39772
O 3.71102 -2.19739 -0.03203
H 2.79023 -2.26845 -0.30969
H 3.85098 -1.25758 0.11084
O -2.99586 2.12227 2.22289
H -3.75805 1.58429 1.99393
H -2.30495 1.81927 1.61881
O -2.22865 -0.05035 4.84118
H -2.59802 -0.91238 4.63249
H -2.18833 0.40650 3.99179
*
```

Calculated values
- ΔE to the lowest compared entry with this formula, charge and spin: 13.25 kcal per mole

---

(2)
This record from OMol25 describes a molecular structure, C5H6GdO4. The level of theory is ωB97M-V/def2-TZVPD.

```
! RIJCOSX wB97M-V def2-TZVPD def2/J DEFGRID3
* xyz 0 9
O -1.33648 -1.74642 0.58083
O 0.17491 -1.79801 -1.01707
C 1.38935 -1.32373 -1.48985
C 1.94300 -1.85909 -2.56685
C -0.32907 -1.27976 0.08488
H 1.82295 -0.50426 -0.91219
H 0.25877 -0.48322 0.57758
H 2.85458 -1.41633 -2.96324
H 1.49826 -2.71066 -3.08106
Gd -2.74838 -0.42859 2.52471
O -2.51502 1.55022 1.23018
O -0.91189 1.07334 2.67092
C -1.30130 1.84271 1.66404
C -0.47022 2.76065 1.05152
H 0.31705 3.25249 1.62489
H -0.64651 3.07066 0.02070
*
```

Calculated values
- Expectation value of S²: 20.0413

---

The records above yield strongest force on any atom values of 1.26; 3.74 eV/Å, respectively.
The records above yield energy values of -1705.29862; -1260.67250 hartree, respectively.